<a>
Molecular formula: C7H28N14O7
Method: DFT, the ωB97M-V functional and the def2-TZVPD basis

## Properties
Net charge ... 0
HOMO ... -0.35187 Ha
Frontier orbital gap ... 9.6243 eV

Last column: natural (NBO) charge in e.
Element x y z (Å)
1 H 2.409 2.176 -4.764  0.405
2 H -2.283 2.977 2.746  0.398
3 N -5.661 -2.555 0.687  -0.861
4 H -1.017 -0.700 0.718  0.448
5 C 3.531 1.752 0.700  0.774
6 H -0.460 -2.247 4.231  0.406
7 O 3.971 0.616 0.720  -0.676
8 N -0.322 -1.310 0.305  -0.841
9 N 5.117 -1.609 -1.550  -0.853
10 C -1.675 2.189 1.032  0.791
11 H -6.531 -2.702 0.208  0.404
12 C 0.322 -0.848 -0.798  0.797
13 H 2.139 3.064 -0.103  0.390
14 H -0.790 1.773 -0.738  0.439
15 N 1.489 1.966 -4.423  -0.862
16 C 0.825 3.092 -3.998  0.773
17 H -0.955 -3.397 3.093  0.375
18 H 0.078 -2.072 0.815  0.379
19 N 3.804 -1.057 -3.323  -0.886
20 O -2.630 -2.320 5.508  -0.622
21 H 1.725 -2.383 -0.679  0.405
22 N -0.239 2.873 -3.171  -0.853
23 H 5.031 2.675 1.780  0.404
24 H -4.206 -0.016 2.020  0.410
25 H -0.439 1.935 -2.862  0.408
26 H -3.542 -1.538 1.747  0.391
27 H -3.991 -4.020 4.448  0.404
28 H -5.259 -3.245 1.292  0.384
29 N -2.180 3.244 1.779  -0.836
30 O -6.234 -0.386 0.506  -0.654
31 C -2.390 -2.838 4.446  0.776
32 O 1.162 4.212 -4.336  -0.660
33 N -1.200 2.520 -0.187  -0.861
34 H 5.595 -2.354 -1.078  0.409
35 H 3.696 3.691 1.444  0.383
36 H 4.264 -0.166 -3.289  0.392
37 N 1.450 -1.532 -1.129  -0.831
38 O -1.604 1.048 1.477  -0.700
39 H -1.396 3.387 -0.651  0.384
40 H 3.049 -1.199 -3.967  0.402
41 N -3.296 -3.666 3.811  -0.866
42 H 1.913 1.381 -0.447  0.418
43 C 4.276 -2.101 -2.520  0.775
44 O 3.925 -3.252 -2.600  -0.645
45 N -4.359 -0.957 1.700  -0.848
46 N 2.366 2.105 0.084  -0.846
47 H 5.184 -0.628 -1.356  0.413
48 H 1.203 1.046 -4.145  0.393
49 H -3.088 -4.279 3.042  0.381
50 N -1.226 -2.667 3.732  -0.853
51 N 4.097 2.772 1.429  -0.849
52 H 1.969 -1.161 -1.905  0.409
53 C -5.446 -1.214 0.920  0.773
54 O -0.018 0.190 -1.365  -0.761
55 H -1.603 4.058 1.622  0.376
56 H -0.548 3.674 -2.658  0.394

<b>
Molecular formula: C7H28N14O7
Method: DFT, the ωB97M-V functional and the def2-TZVPD basis

## Properties
Net charge ... 0
HOMO ... -0.31037 Ha
Frontier orbital gap ... 7.7113 eV

Last column: natural (NBO) charge in e.
Element x y z (Å)
1 N 3.584 1.526 -0.481  -0.846
2 H 2.346 2.437 4.319  0.409
3 H 4.764 3.261 1.771  0.422
4 O -1.907 0.705 -4.649  -0.678
5 H -1.656 2.118 2.654  0.428
6 O 0.752 0.709 3.677  -0.691
7 H 1.054 -0.753 -0.612  0.413
8 H 0.366 3.682 4.727  0.380
9 H 1.361 0.348 0.797  0.414
10 N -4.750 -1.995 -2.130  -0.831
11 O -5.445 -2.826 -3.998  -0.651
12 N 2.741 1.672 3.791  -0.809
13 H -5.433 -3.901 -1.099  0.383
14 H -4.260 0.804 -2.727  0.368
15 C -5.284 -2.949 -2.826  0.743
16 H -4.178 -1.345 -2.650  0.405
17 H 4.171 -2.299 -1.287  0.389
18 C -2.538 0.916 -3.634  0.732
19 H -2.670 1.102 -1.633  0.386
20 N -0.316 3.267 4.108  -0.858
21 C -1.407 3.817 3.613  0.738
22 H 4.917 1.526 1.324  0.368
23 H -0.101 2.342 3.764  0.400
24 H -4.364 0.878 -4.453  0.420
25 C -0.498 -0.182 0.266  0.764
26 N 2.281 -4.663 -1.500  -0.806
27 H 3.694 1.843 3.505  0.385
28 H 2.941 -5.315 -1.900  0.395
29 N 0.789 -0.058 0.071  -0.857
30 O 1.731 -2.566 -1.060  -0.730
31 H 1.797 -0.827 2.325  0.426
32 C 2.568 -3.408 -1.403  0.767
33 H 4.201 0.739 -0.342  0.366
34 O -1.620 5.004 3.813  -0.717
35 H 2.938 1.580 -1.255  0.425
36 H 1.425 -4.981 -1.068  0.414
37 N 4.551 2.459 1.195  -0.812
38 N 3.836 -3.215 -1.548  -0.810
39 N -5.718 -3.925 -2.068  -0.828
40 H -1.930 -1.336 -0.646  0.388
41 C 3.818 2.637 0.198  0.735
42 H -1.072 1.326 -2.356  0.412
43 O 3.491 3.744 -0.191  -0.654
44 N -3.794 0.803 -3.623  -0.814
45 N -2.058 1.125 -2.436  -0.822
46 H -0.279 -1.556 -1.201  0.400
47 H 4.555 -3.872 -1.282  0.396
48 H 3.432 -0.161 2.343  0.381
49 O -1.185 0.342 1.124  -0.694
50 H -4.393 -2.185 -1.204  0.360
51 N -1.965 3.059 2.853  -0.797
52 H -6.224 -4.678 -2.511  0.413
53 N 2.454 -0.106 2.588  -0.820
54 C 1.955 0.724 3.408  0.745
55 H -2.501 3.638 2.222  0.402
56 N -0.967 -1.033 -0.678  -0.850

From most stable to least stable, the computed energies give <a>, <b>.

<a>
Molecular formula: C4H4N3O3
Method: DFT, the ωB97M-V functional and the def2-TZVPD basis

## Properties
Net charge ... +1
HOMO ... -0.48674 Ha
Frontier orbital gap ... 8.4246 eV

Last column: natural (NBO) charge in e.
Element x y z (Å)
1 H 1.171 -2.309 0.756  0.495
2 C -0.479 -1.871 -0.041  0.998
3 H 3.292 0.111 0.036  0.534
4 O -2.523 -0.026 0.779  -0.485
5 N -1.613 1.836 -0.448  -0.461
6 H -1.850 2.598 -1.102  0.460
7 H 0.925 1.785 -0.229  0.248
8 C 0.595 0.763 -0.209  -0.087
9 O -1.536 -2.248 -0.200  -0.251
10 N -0.695 0.631 -0.609  -0.378
11 C -1.938 0.711 0.102  0.814
12 C 1.358 -0.216 0.230  0.400
13 O 2.597 -0.236 0.669  -0.651
14 N 0.695 -1.531 0.267  -0.636

<b>
Molecular formula: C4H4N3O3
Method: DFT, the ωB97M-V functional and the def2-TZVPD basis

## Properties
Net charge ... +1
HOMO ... -0.53308 Ha
Frontier orbital gap ... 10.3215 eV

Last column: natural (NBO) charge in e.
Element x y z (Å)
1 N -0.988 1.097 0.417  -0.212
2 N 0.247 -1.369 -0.441  -0.381
3 H -2.749 0.852 1.504  0.261
4 N 1.375 1.286 0.407  -0.593
5 C -2.374 0.931 0.466  -0.441
6 O 0.809 -2.931 1.225  -0.368
7 H -2.685 1.832 -0.008  0.258
8 C 0.695 -2.269 0.308  0.839
9 C 0.159 1.048 0.418  0.767
10 O 3.456 1.085 -0.644  -0.322
11 C 2.433 1.146 -0.155  1.000
12 H 1.169 -1.713 -2.050  0.485
13 H -2.617 -0.020 0.076  0.258
14 O 1.069 -0.976 -1.524  -0.552

From most stable to least stable, the computed energies give <b>, <a>.

<a>
Molecular formula: C3H3I
Method: DFT, the ωB97M-V functional and the def2-TZVPD basis

## Properties
Net charge ... 0
HOMO (spin up / spin down) ... -0.29410 / -0.31616 Ha
Frontier orbital gap (spin up / spin down) ... 7.2937 / 8.4090 eV

Last column: natural (NBO) charge in e.
Element x y z (Å)
1 C 2.959 -1.853 -0.034  -0.203
2 C 1.640 -0.466 0.106  -0.068
3 I 3.486 -0.058 -1.124  0.323
4 C 0.330 -0.086 -0.384  -0.786
5 H -0.408 -0.700 0.132  0.257
6 H 0.198 -0.186 -1.465  0.239
7 H 0.156 0.960 -0.111  0.239

<b>
Molecular formula: C3H3I
Method: DFT, the ωB97M-V functional and the def2-TZVPD basis

## Properties
Net charge ... 0
HOMO (spin up / spin down) ... -0.26292 / -0.33764 Ha
Frontier orbital gap (spin up / spin down) ... 6.8621 / 9.1560 eV

Last column: natural (NBO) charge in e.
Element x y z (Å)
1 C 0.854 0.734 -0.189  -0.179
2 H 0.659 -0.875 1.544  0.251
3 C -0.526 0.934 0.332  -0.243
4 H 1.432 0.767 -1.098  0.244
5 I -1.783 2.493 0.958  0.159
6 H -2.554 -0.232 -0.463  -0.063
7 C 0.471 0.050 0.907  -0.168

From most stable to least stable, the computed energies give <b>, <a>.

<a>
Molecular formula: C5H11NS
Method: DFT, the ωB97M-V functional and the def2-TZVPD basis

## Properties
Net charge ... 0
HOMO ... -0.31541 Ha
Frontier orbital gap ... 9.4224 eV

Last column: natural (NBO) charge in e.
Element x y z (Å)
1 C 1.664 -0.304 0.907  -0.569
2 H 1.950 -1.335 1.288  0.218
3 C -1.552 -0.813 -0.757  -0.213
4 H -1.796 0.744 1.140  0.228
5 H -1.659 -0.388 -1.818  0.194
6 H 0.332 1.499 -1.025  0.228
7 C 0.052 -0.727 0.713  -0.037
8 N -0.130 -1.318 -0.662  -0.660
9 C -0.712 1.565 -0.315  -0.626
10 H -0.504 2.408 0.406  0.207
11 C -1.154 0.241 0.334  -0.265
12 H 2.817 1.324 -0.560  0.128
13 H 0.402 -2.470 -0.852  0.373
14 H -2.458 -1.440 -0.498  0.191
15 S 2.569 -0.030 -0.660  -0.030
16 H 1.913 0.553 1.667  0.242
17 H -0.044 -1.421 1.564  0.179
18 H -1.692 1.911 -0.872  0.212

<b>
Molecular formula: C5H11NS
Method: DFT, the ωB97M-V functional and the def2-TZVPD basis

## Properties
Net charge ... 0
HOMO (spin up / spin down) ... -0.27746 / -0.28133 Ha
Frontier orbital gap (spin up / spin down) ... 6.8351 / 7.5548 eV

Last column: natural (NBO) charge in e.
Element x y z (Å)
1 C -1.070 -2.564 -0.319  -0.950
2 H 2.675 1.282 0.407  0.217
3 C 1.618 1.175 0.159  -0.481
4 H -2.149 0.814 -0.270  0.384
5 H 1.127 0.973 1.101  0.228
6 S -0.665 -0.966 0.092  1.170
7 H -0.639 -0.016 2.321  0.224
8 H -0.837 -2.796 -1.335  0.208
9 H 1.419 2.751 -1.598  0.226
10 C -0.234 -0.838 1.761  -0.782
11 N -2.166 -0.085 0.096  -0.985
12 C 0.918 1.988 -0.927  -0.475
13 H 0.010 2.647 -0.534  0.213
14 H -2.757 -0.736 -0.237  0.384
15 C 1.028 0.567 -1.063  -0.215
16 H 1.579 0.094 -1.820  0.204
17 H 0.840 -1.043 1.756  0.200
18 H -0.696 -3.247 0.409  0.229

From most stable to least stable, the computed energies give <a>, <b>.

<a>
Molecular formula: C2H4N6
Method: DFT, the ωB97M-V functional and the def2-TZVPD basis

## Properties
Net charge ... 0
HOMO ... -0.38750 Ha
Frontier orbital gap ... 10.9547 eV

Last column: natural (NBO) charge in e.
Element x y z (Å)
1 N 1.068 -0.335 -0.536  -0.443
2 H 0.853 -0.945 2.050  0.211
3 N 0.106 1.909 -0.995  -0.629
4 N -1.233 -1.083 2.014  -0.254
5 N -0.056 -0.488 0.233  -0.057
6 C -0.060 -0.719 1.604  0.140
7 N -1.286 -0.482 -0.175  -0.056
8 H 0.867 0.900 -2.683  0.180
9 H 1.221 -0.957 -1.194  0.379
10 H -0.208 2.049 0.033  0.348
11 C 0.801 0.884 -1.273  0.258
12 N -2.072 -0.733 0.923  -0.076

<b>
Molecular formula: C2H4N6
Method: DFT, the ωB97M-V functional and the def2-TZVPD basis

## Properties
Net charge ... 0
HOMO ... -0.33811 Ha
Frontier orbital gap ... 9.3401 eV

Last column: natural (NBO) charge in e.
Element x y z (Å)
1 N 2.592 -0.779 0.058  -0.724
2 N -0.519 0.532 0.222  -0.135
3 H -1.985 -1.422 -0.255  0.346
4 H 3.453 -0.398 -0.299  0.373
5 C 1.536 -0.060 -0.023  0.480
6 N -2.586 -0.600 -0.213  -0.606
7 H 0.169 -1.463 0.485  0.423
8 N 0.254 -0.582 -0.057  -0.466
9 N 0.205 1.631 0.022  0.068
10 N 1.356 1.339 -0.254  -0.242
11 H -2.497 1.386 0.281  0.197
12 C -1.979 0.415 0.033  0.286

From most stable to least stable, the computed energies give <b>, <a>.